Entry 1:
Density functional theory data (wB97M-V/def2-TZVPD) for 13 unconnected molecules or ions with the total composition C85H61N3O29P2 in a non-equilibrium geometry.

The geometry in XYZ format:
```
180
Properties=species:S:1:pos:R:3
C -2.761 -3.026 -0.998
C -3.201 -2.667 -2.057
C -3.745 -2.119 -3.364
C -4.248 -0.692 -3.065
C -5.569 -0.392 -2.668
C -5.944 0.955 -2.382
C -7.416 1.159 -1.959
C -7.673 0.759 -0.481
O -7.712 1.639 0.342
C -5.016 2.044 -2.479
P -5.482 3.792 -2.064
N -4.966 4.905 -3.053
C -3.699 1.713 -2.882
C -3.315 0.357 -3.182
C -1.839 0.332 -3.608
O -1.191 -0.468 -4.198
N -1.358 1.631 -3.162
P -0.447 1.337 -1.733
N -0.767 -0.119 -1.260
O 1.123 1.431 -2.112
O -0.847 2.326 -0.493
C -2.432 2.578 -3.072
O -2.258 3.753 -3.129
H -2.343 -3.136 -0.006
H -2.877 -2.082 -4.053
H -4.537 -2.774 -3.763
H -6.285 -1.217 -2.560
H -7.811 2.155 -2.206
H -7.994 0.435 -2.581
H -7.843 -0.312 -0.199
H -5.082 3.987 -0.707
H -6.905 3.825 -2.098
H -4.408 4.459 -3.778
H 0.090 -0.674 -1.255
H 1.657 1.281 -1.298
H -1.706 1.989 -0.181
C -8.293 0.955 3.712
C -8.888 1.760 4.589
C -9.724 1.219 5.687
O -10.269 1.952 6.485
C -9.871 -0.254 5.771
C -9.276 -1.060 4.895
C -8.440 -0.518 3.797
O -7.896 -1.252 2.999
H -7.679 1.332 2.903
H -8.792 2.838 4.543
H -10.484 -0.632 6.580
H -9.372 -2.137 4.941
C 1.897 -2.268 -3.940
C 2.673 -2.658 -4.950
C 4.147 -2.708 -4.806
O 4.858 -3.064 -5.726
C 4.725 -2.311 -3.500
C 3.948 -1.920 -2.492
C 2.477 -1.872 -2.638
O 1.772 -1.519 -1.712
H 0.818 -2.222 -4.022
H 2.269 -2.953 -5.914
H 5.801 -2.355 -3.416
H 4.348 -1.625 -1.534
C -13.081 -0.338 -3.525
C -11.923 -0.384 -2.871
C -10.669 -0.771 -3.557
O -9.612 -0.814 -2.960
C -10.751 -1.103 -4.998
C -11.908 -1.057 -5.653
C -13.165 -0.671 -4.968
O -14.219 -0.627 -5.563
H -14.008 -0.059 -3.041
H -11.843 -0.144 -1.818
H -9.823 -1.382 -5.482
H -11.987 -1.297 -6.706
C -9.652 5.899 -1.014
C -10.231 6.731 -0.151
C -11.056 6.223 0.971
O -11.585 6.979 1.756
C -11.210 4.753 1.095
C -10.631 3.922 0.232
C -9.807 4.432 -0.889
O -9.277 3.673 -1.675
H -9.046 6.252 -1.840
H -10.128 7.806 -0.226
H -11.815 4.400 1.920
H -10.732 2.847 0.306
C 4.565 -4.784 1.662
C 4.567 -4.206 0.463
C 5.832 -3.993 -0.284
O 5.834 -3.461 -1.378
C 7.089 -4.449 0.353
C 7.086 -5.027 1.551
C 5.824 -5.240 2.299
O 5.820 -5.768 3.391
H 3.653 -4.947 2.223
H 3.657 -3.866 -0.018
H 8.001 -4.286 -0.205
H 7.996 -5.365 2.031
C 3.455 6.403 -1.123
C 4.123 5.259 -0.998
C 3.654 4.018 -1.663
O 4.262 2.975 -1.547
C 2.416 4.104 -2.472
C 1.749 5.249 -2.596
C 2.216 6.486 -1.933
O 1.606 7.531 -2.046
H 3.780 7.319 -0.645
H 5.030 5.180 -0.412
H 2.086 3.194 -2.950
H 0.841 5.329 -3.182
C 1.711 -0.859 2.958
C 1.646 -0.184 1.813
C 2.872 0.150 1.051
O 2.814 0.765 0.005
C 4.169 -0.294 1.604
C 4.235 -0.970 2.749
C 3.011 -1.305 3.513
O 3.072 -1.924 4.557
H 0.828 -1.113 3.531
H 0.706 0.149 1.387
H 5.052 -0.040 1.030
H 5.172 -1.304 3.171
C 13.452 -4.264 -0.791
C 12.381 -4.172 -0.007
C 11.018 -4.406 -0.537
O 10.040 -4.320 0.179
C 10.891 -4.747 -1.974
C 11.961 -4.838 -2.759
C 13.326 -4.605 -2.229
O 14.302 -4.690 -2.942
H 14.456 -4.096 -0.422
H 12.454 -3.925 1.045
H 9.887 -4.914 -2.343
H 11.888 -5.086 -3.811
C -1.040 9.099 -1.584
C -2.104 8.431 -1.138
C -3.268 9.137 -0.556
O -4.237 8.531 -0.147
C -3.207 10.618 -0.489
C -2.146 11.286 -0.934
C -0.979 10.579 -1.517
O -0.014 11.191 -1.923
H -0.179 8.597 -2.011
H -2.167 7.350 -1.180
H -4.067 11.117 -0.061
H -2.084 12.366 -0.892
C 1.048 -5.872 -8.869
C 1.270 -7.158 -9.133
C 2.251 -7.945 -8.347
O 2.455 -9.116 -8.588
C 2.972 -7.247 -7.257
C 2.750 -5.961 -6.994
C 1.769 -5.175 -7.779
O 1.565 -4.003 -7.538
H 0.337 -5.281 -9.432
H 0.753 -7.684 -9.925
H 3.683 -7.838 -6.694
H 3.268 -5.434 -6.202
C 8.579 -0.473 5.273
C 9.204 -0.960 6.341
C 8.523 -1.891 7.272
O 9.093 -2.333 8.248
C 7.120 -2.261 6.967
C 6.494 -1.774 5.898
C 7.177 -0.843 4.968
O 6.606 -0.400 3.990
H 9.059 0.208 4.582
H 10.228 -0.702 6.580
H 6.639 -2.942 7.657
H 5.468 -2.032 5.659
C 6.799 -2.314 13.339
C 7.963 -2.320 13.982
C 9.227 -2.656 13.282
O 10.288 -2.663 13.869
C 9.142 -2.982 11.839
C 7.977 -2.976 11.196
C 6.715 -2.641 11.895
O 5.653 -2.633 11.308
H 5.866 -2.072 13.833
H 8.044 -2.084 15.036
H 10.074 -3.224 11.344
H 7.899 -3.212 10.143
```

The value obtained for the max |F| is 3.76 eV/A. As for the multiplicity: 1. The highest occupied orbital energy comes out at -8.25 eV. The LUMO energy is -0.073 Eh.


Entry 2:
Density functional theory data (wB97M-V/def2-TZVPD) for a molecular structure, C4H14N3 in a non-equilibrium geometry.

The geometry in XYZ format:
```
21
Properties=species:S:1:pos:R:3
C 2.065 -0.515 -0.251
N 1.490 0.842 -0.110
C 2.222 1.864 -0.865
H 2.141 -0.686 -1.335
H 3.086 -0.560 0.176
H 1.523 -1.288 0.238
H 1.479 1.056 0.881
H 3.308 1.930 -0.651
H 1.756 2.896 -0.766
H 2.084 1.582 -1.945
C -1.647 -0.852 0.937
C -1.349 -0.573 -0.336
N -0.996 0.784 -0.693
N -2.386 -1.862 1.498
H -1.436 -0.033 1.660
H -1.451 -1.318 -1.156
H -1.422 1.454 -0.036
H 0.215 0.830 -0.495
H -1.159 1.028 -1.695
H -2.486 -2.684 0.908
H -2.135 -2.110 2.444
```

The value obtained for the max |F| is 5.14 eV/A. Its energy relative to the best compared isomer or geometry (same formula, charge and spin) is 1.441 eV. As for the multiplicity: 2. Its charge is +2. The highest occupied orbital energy (alpha / beta) comes out at -18.55 / -18.87 eV. The LUMO energy (alpha / beta) is -0.295 / -0.440 Eh.


Entry 3:
Density functional theory data (wB97M-V/def2-TZVPD) for a molecular structure, C24H30NO6Sm in a non-equilibrium geometry.

The geometry in XYZ format:
```
62
Properties=species:S:1:pos:R:3
C 0.319 -0.151 -7.147
C 0.115 -0.850 -5.786
C -0.174 1.304 -7.017
C -0.947 1.406 -5.645
H -0.850 1.518 -7.858
H 0.686 1.991 -7.056
C -1.078 -0.143 -5.195
H 1.034 -0.737 -5.185
H -0.078 -1.923 -5.932
C -1.462 -0.758 -3.853
H -1.933 -0.412 -5.831
H -1.978 1.755 -5.855
C -0.321 2.436 -4.794
C 1.769 -0.251 -7.593
C -0.398 -0.827 -8.321
O -0.903 -0.220 -9.256
O 2.723 -0.106 -6.835
O 1.901 -0.519 -8.899
O -0.434 -2.165 -8.266
C -1.021 -2.716 -9.451
H -0.951 -3.794 -9.326
H -0.459 -2.377 -10.327
H -2.061 -2.388 -9.541
C 3.252 -0.652 -9.340
H 3.835 0.236 -9.074
H 3.173 -0.766 -10.419
H 3.706 -1.539 -8.883
O -0.826 -0.415 -2.671
H -1.297 -1.838 -3.927
H -2.538 -0.649 -3.682
C -1.189 3.156 -3.833
C 1.137 2.331 -4.541
H 1.735 3.101 -5.075
H 1.507 1.335 -4.860
H 1.323 2.474 -3.456
H -0.664 3.199 -2.862
H -2.143 2.600 -3.737
H -1.416 4.194 -4.144
Sm -0.291 0.253 -0.848
C -2.298 -0.104 0.972
C -3.018 -0.217 -0.264
C -2.597 -1.415 -0.904
H -3.768 0.471 -0.657
C -1.587 -2.026 -0.104
C -1.404 -1.222 1.064
H -0.740 -1.456 1.897
H -2.435 0.682 1.719
H -3.007 -1.826 -1.826
H -1.072 -2.954 -0.358
C 2.372 0.574 -0.650
C 1.957 -0.345 0.367
C 1.554 -1.559 -0.276
H 1.991 -0.174 1.444
C 1.704 -1.388 -1.683
C 2.220 -0.074 -1.917
H 2.512 0.329 -2.888
H 2.757 1.583 -0.496
H 1.242 -2.477 0.220
H 1.507 -2.139 -2.449
O -0.145 3.238 2.247
C -0.230 2.888 1.110
N -0.318 2.520 -0.044
```

The value obtained for the max |F| is 2.76 eV/A. Its energy relative to the best compared isomer or geometry (same formula, charge and spin) is 0.197 eV. As for the multiplicity: 6. Its charge is -2. The highest occupied orbital energy comes out at 2.01 eV. The LUMO energy is 0.152 Eh.


Entry 4:
Density functional theory data (wB97M-V/def2-TZVPD) for a molecular structure, C27H31GeP2Sn in a non-equilibrium geometry.

The geometry in XYZ format:
```
62
Properties=species:S:1:pos:R:3
Sn 0.554 -1.449 0.631
C 3.476 -0.403 2.713
P 2.516 0.183 1.277
C 2.054 1.895 1.693
C 3.756 0.305 -0.053
C 4.832 1.176 0.078
C 5.798 1.240 -0.911
C 5.699 0.431 -2.034
C 4.634 -0.443 -2.169
C 3.656 -0.508 -1.182
P 2.281 -1.697 -1.337
C 3.111 -3.321 -1.334
C 1.641 -1.506 -3.032
H 4.326 0.254 2.898
H 3.843 -1.411 2.515
H 2.832 -0.423 3.593
H 2.933 2.498 1.911
H 1.402 1.873 2.566
H 1.508 2.330 0.857
H 4.919 1.804 0.952
H 6.631 1.919 -0.805
H 6.455 0.478 -2.803
H 4.569 -1.076 -3.042
H 3.879 -3.359 -2.107
H 2.373 -4.104 -1.515
H 3.577 -3.487 -0.362
H 2.441 -1.586 -3.765
H 1.162 -0.532 -3.124
H 0.908 -2.291 -3.217
C -1.180 1.271 -2.367
Ge -1.205 0.494 -0.523
C -1.377 1.918 0.857
C -1.577 3.235 0.463
C -1.776 4.226 1.409
C -1.739 3.913 2.758
C -1.509 2.605 3.163
C -1.321 1.616 2.214
C -2.559 -0.972 -0.584
C -2.188 -2.041 -1.387
C -3.012 -3.150 -1.562
C -4.201 -3.227 -0.874
C -4.615 -2.176 -0.038
C -5.851 -2.240 0.639
C -6.290 -1.193 1.410
C -5.508 -0.038 1.523
C -4.285 0.043 0.898
C -3.794 -1.016 0.109
H -2.145 1.758 -2.501
H -1.097 0.502 -3.129
H -0.399 2.011 -2.517
H -1.599 3.484 -0.588
H -1.961 5.240 1.088
H -1.893 4.686 3.494
H -1.481 2.361 4.215
H -1.148 0.586 2.530
H -1.248 -1.998 -1.936
H -2.712 -3.947 -2.224
H -4.835 -4.096 -0.968
H -6.456 -3.126 0.509
H -7.243 -1.254 1.913
H -5.875 0.793 2.108
H -3.687 0.938 1.005
```

The value obtained for the max |F| is 1.35 eV/A. As for the multiplicity: 2. Its charge is +2. The highest occupied orbital energy (alpha / beta) comes out at -13.53 / -13.04 eV. The LUMO energy (alpha / beta) is -0.205 / -0.334 Eh.


Entry 5:
Density functional theory data (wB97M-V/def2-TZVPD) for 2 unconnected molecules or ions with the total composition C2H10N2S2 in a non-equilibrium geometry.

The geometry in XYZ format:
```
16
Properties=species:S:1:pos:R:3
C 1.665 -1.533 0.479
S 1.044 -2.935 1.464
S -0.936 -3.032 0.841
H 1.089 -0.672 0.768
H 1.486 -1.758 -0.573
H 2.748 -1.508 0.651
H -1.551 -2.162 1.688
N -0.399 2.563 0.073
C -1.028 1.303 -0.264
N -0.861 0.866 -1.664
H -0.034 2.514 1.015
H 0.392 2.654 -0.549
H -0.733 0.431 0.352
H -2.126 1.294 -0.179
H -0.782 1.597 -2.364
H 0.026 0.378 -1.738
```

The value obtained for the max |F| is 2.26 eV/A. Its energy relative to the best compared isomer or geometry (same formula, charge and spin) is 0.545 eV. Its SMILES is CSS.NCN. As for the multiplicity: 1. The highest occupied orbital energy comes out at -9.27 eV. The LUMO energy is 0.019 Eh.


Entry 6:
Density functional theory data (wB97M-V/def2-TZVPD) for a single C4H4FNO2 molecule in a non-equilibrium geometry.

The geometry in XYZ format:
```
12
Properties=species:S:1:pos:R:3
C -0.752 -1.926 0.178
C -0.529 -0.641 -0.134
F -1.612 0.135 -0.158
C 0.647 0.111 -0.052
C 0.601 1.948 0.106
N 1.942 -0.274 -0.052
O 2.871 0.495 0.017
O 2.079 -1.503 -0.102
H -1.730 -2.199 0.303
H 0.025 -2.714 0.228
H 1.653 2.440 0.017
H -0.303 2.331 -0.066
```

The value obtained for the max |F| is 9.02 eV/A. Its energy relative to the best compared isomer or geometry (same formula, charge and spin) is 7.273 eV. Its SMILES is C=C(F)C(=C)[N+](=O)[O-]. As for the multiplicity: 1. The highest occupied orbital energy (alpha / beta) comes out at -9.67 / -9.43 eV. The LUMO energy (alpha / beta) is -0.080 / -0.033 Eh.


Entry 7:
Density functional theory data (wB97M-V/def2-TZVPD) for a molecular structure, C17H68BF4O19V in a non-equilibrium geometry.

The geometry in XYZ format:
```
110
Properties=species:S:1:pos:R:3
O 0.377 0.121 -0.859
V 0.454 -0.111 0.650
O -0.953 -0.714 0.984
B 3.680 1.454 0.357
F 4.386 1.916 1.449
F 4.348 0.579 -0.426
F 2.488 0.769 1.008
F 3.207 2.473 -0.394
C 0.513 -1.224 3.762
O 0.759 -0.105 2.962
H 0.547 -0.906 4.810
H -0.446 -1.640 3.511
H 1.352 -1.940 3.597
H 1.547 0.339 3.360
C -3.648 2.319 0.820
O -2.350 2.879 0.588
H -3.624 1.197 0.818
H -3.949 2.671 1.824
H -4.407 2.691 0.122
H -2.119 3.146 -0.310
C -0.181 -0.901 -4.440
O 0.806 -1.889 -4.626
H -0.205 -0.183 -5.275
H -1.157 -1.416 -4.372
H 0.025 -0.397 -3.486
H 1.578 -1.509 -5.043
C 2.888 5.842 -1.498
O 3.495 5.682 -2.764
H 2.687 4.910 -0.958
H 3.525 6.417 -0.808
H 1.988 6.424 -1.661
H 4.354 5.251 -2.602
C 3.066 0.579 -3.293
O 2.876 0.131 -4.655
H 3.923 0.014 -2.890
H 3.274 1.633 -3.178
H 2.203 0.323 -2.649
H 2.835 0.901 -5.214
C -3.641 0.075 -2.289
O -2.383 -0.461 -2.477
H -4.325 -0.540 -1.674
H -3.521 1.064 -1.872
H -4.062 0.226 -3.266
H -1.751 -0.225 -1.782
C -1.310 -3.185 -1.675
O -1.643 -4.422 -1.017
H -2.074 -2.404 -1.760
H -0.423 -2.843 -1.120
H -1.008 -3.379 -2.726
H -1.943 -5.077 -1.668
C -2.203 0.317 4.180
O -2.832 1.608 4.284
H -1.306 0.299 4.825
H -2.816 -0.490 4.545
H -1.823 0.055 3.154
H -3.491 1.700 3.601
C -2.296 -3.421 2.180
O -3.225 -4.033 1.354
H -1.499 -2.962 1.596
H -2.850 -2.672 2.791
H -1.913 -4.164 2.874
H -2.744 -4.381 0.597
C 3.775 1.565 4.923
O 2.943 1.134 3.844
H 3.224 1.419 5.863
H 4.720 1.054 4.904
H 3.973 2.646 4.798
H 3.444 1.177 3.030
C -5.528 -3.236 -2.296
O -6.145 -2.140 -1.611
H -6.155 -3.352 -3.153
H -4.503 -2.991 -2.602
H -5.501 -4.115 -1.693
H -5.631 -1.803 -0.855
C -5.320 -1.463 1.984
O -4.606 -1.536 0.766
H -6.051 -0.685 1.946
H -5.795 -2.402 2.203
H -4.586 -1.235 2.772
H -4.239 -2.423 0.631
C 2.652 -1.925 -0.272
O 1.579 -1.856 0.745
H 2.366 -1.388 -1.177
H 3.490 -1.394 0.155
H 2.836 -2.990 -0.465
H 1.276 -2.740 1.084
C 0.829 2.942 1.917
O 0.006 1.993 1.201
H 0.268 3.844 2.032
H 1.154 2.501 2.861
H 1.748 3.076 1.342
H -0.951 2.115 1.290
C 6.001 3.061 -2.035
O 5.419 4.202 -1.476
H 6.663 3.486 -2.784
H 6.581 2.516 -1.312
H 5.278 2.418 -2.510
H 4.783 3.928 -0.800
C 0.208 2.909 -2.547
O -1.175 2.536 -2.724
H 0.751 2.947 -3.492
H 0.223 3.947 -2.168
H 0.773 2.263 -1.856
H -1.149 1.594 -2.999
C 1.459 -5.233 1.221
O 1.071 -4.032 1.890
H 1.029 -6.055 1.802
H 1.055 -5.342 0.231
H 2.542 -5.320 1.293
H 0.154 -4.023 2.228
```

The value obtained for the max |F| is 3.74 eV/A. As for the multiplicity: 1. The highest occupied orbital energy comes out at -9.48 eV. The LUMO energy is -0.003 Eh.


Entry 8:
Density functional theory data (wB97M-V/def2-TZVPD) for a gas-phase ion, C8H14 (charge -1) in a non-equilibrium geometry.

The geometry in XYZ format:
```
22
Properties=species:S:1:pos:R:3
C -1.777 0.075 3.119
C -1.552 -1.246 2.317
C -0.092 -1.215 1.677
C -0.061 -0.954 0.218
C 0.530 0.179 -0.364
C 0.642 0.346 -1.776
C 1.376 1.291 -2.453
C 1.626 1.399 -3.936
H -1.754 -0.110 4.183
H -0.948 0.749 2.887
H -2.640 0.648 2.790
H -1.677 -2.140 2.930
H -2.272 -1.184 1.503
H 0.429 -0.502 2.311
H 0.328 -2.199 1.952
H -0.453 -1.752 -0.395
H 1.247 0.804 0.166
H 0.134 -0.420 -2.371
H 1.874 2.071 -1.879
H 0.939 0.726 -4.463
H 2.618 1.002 -4.167
H 1.484 2.432 -4.250
```

The value obtained for the max |F| is 1.74 eV/A. Its energy relative to the best compared isomer or geometry (same formula, charge and spin) is 0.510 eV. As for the multiplicity: 2. Its charge is -1. The highest occupied orbital energy (alpha / beta) comes out at 0.52 / -2.37 eV. The LUMO energy (alpha / beta) is 0.151 / 0.149 Eh.